## w
An isolated ion of composition C10H20N3O2 and charge +1, computed with ωB97M-V/def2-TZVPD.

The HOMO energy comes out at -12.39 eV. The SMILES is NC[C@@H](O)Cn1c[nH+]c(CCCCO)c1. Its charge is +1. Its frontier orbital gap is 9.564 eV.

```
35
Properties=species:S:1:pos:R:3:lowdin_charge:R:1
N -2.411 3.554 -2.710 0.018
C -1.040 3.087 -2.484 -0.222
C -0.886 2.083 -1.328 -0.330
O -1.045 0.755 -1.786 -0.017
C 0.459 2.284 -0.545 -0.030
N 1.157 1.020 -0.315 -0.038
C 1.925 0.360 -1.159 -0.026
N 2.301 -0.788 -0.585 0.181
C 1.745 -0.873 0.669 -0.197
C 1.920 -2.081 1.527 -0.106
C 0.796 -3.117 1.281 -0.170
C -0.610 -2.540 1.276 -0.195
C -1.023 -1.904 2.593 -0.259
O -2.217 -1.137 2.437 -0.065
C 1.035 0.280 0.848 0.059
H -2.992 2.748 -2.909 0.076
H -2.764 3.960 -1.852 0.073
H -0.739 2.593 -3.404 0.119
H -0.393 3.947 -2.336 0.113
H -1.691 2.228 -0.620 0.143
H -0.582 0.641 -2.619 0.089
H 0.214 2.661 0.436 0.133
H 1.125 2.983 -1.034 0.130
H 2.163 0.735 -2.134 0.169
H 2.878 -1.482 -1.027 0.185
H 2.011 -1.810 2.569 0.124
H 2.851 -2.544 1.216 0.119
H 0.980 -3.602 0.327 0.113
H 0.851 -3.877 2.054 0.121
H -1.302 -3.357 1.087 0.122
H -0.771 -1.818 0.480 0.108
H -1.203 -2.674 3.339 0.126
H -0.295 -1.193 2.964 0.102
H -2.897 -1.697 2.054 0.087
H 0.448 0.576 1.689 0.145
```



## x
C10H20N3O2 as an isolated structure, computed with ωB97M-V/def2-TZVPD.

The HOMO energy comes out at -12.42 eV. Its charge is +1. Its frontier orbital gap is 9.925 eV.

```
35
Properties=species:S:1:pos:R:3:lowdin_charge:R:1
C 0.385 2.341 0.501 -0.117
C -0.015 3.121 1.783 -0.092
C -0.613 -0.902 0.025 -0.182
C 0.577 -1.559 -1.975 -0.036
C -1.850 -1.642 -0.611 -0.142
C -0.710 -2.225 -2.529 -0.365
C 1.066 1.139 2.264 -0.129
C -0.501 -3.528 -3.327 0.001
C 0.300 2.410 4.235 0.003
C 1.609 0.193 -0.664 -0.374
N 1.032 1.073 0.963 -0.021
N 0.435 2.171 2.785 -0.134
N 0.185 -0.518 -0.999 -0.060
O -1.407 -2.702 -1.426 -0.121
O 2.097 0.947 -1.368 0.139
H -0.598 2.110 0.054 0.118
H 0.489 4.076 1.966 0.133
H -1.098 3.198 1.885 0.127
H -1.031 -0.063 0.558 0.125
H -0.232 -1.560 0.752 0.134
H 1.314 -2.376 -1.660 0.187
H 0.906 -1.015 -2.804 0.124
H -2.362 -2.218 0.262 0.166
H -2.574 -0.844 -1.091 0.167
H -1.448 -1.534 -2.971 0.158
H 1.387 0.105 2.644 0.190
H 0.044 -3.473 -4.306 0.109
H -1.434 -3.936 -3.598 0.073
H 0.039 -4.172 -2.669 0.079
H 0.675 1.527 4.717 0.089
H 0.793 3.349 4.508 0.104
H -0.657 2.491 4.622 0.065
H 2.119 -0.661 -0.187 0.154
H -0.397 0.165 -1.482 0.185
H 1.200 2.914 -0.016 0.142
```



How do the energies compare? Relative to the most stable structure, in hartree: w 0.0000; x 0.1320.



## w
A 4-piece molecular cluster, C2H10NO5 overall, computed with ωB97M-V/def2-TZVPD.

The HOMO energy comes out at -4.58 eV. Its charge is -1. Its frontier orbital gap is 7.778 eV.

```
18
Properties=species:S:1:pos:R:3:lowdin_charge:R:1
O -0.054 1.815 1.413 -0.077
C -0.364 0.636 1.200 -0.400
N -0.120 0.003 0.055 0.065
C -0.355 -1.476 -0.071 -0.407
O 0.275 -2.001 -1.148 -0.308
H -0.833 0.088 2.024 0.125
H 0.313 0.501 -0.703 0.118
H -1.446 -1.588 -0.180 0.095
H -0.042 -1.977 0.854 0.099
H 1.824 -0.096 -2.156 0.000
H 1.001 -1.216 -2.550 0.014
O 1.370 -0.374 -2.963 -0.137
H -2.290 4.250 2.036 0.036
H -2.980 5.179 1.063 -0.002
O -3.140 4.470 1.643 -0.042
H 2.974 -2.386 -0.004 -0.015
H 1.524 -2.736 -0.506 -0.022
O 2.342 -3.091 -0.008 -0.142
```



## x
A 4-piece molecular cluster, C2H10NO5 overall, computed with ωB97M-V/def2-TZVPD.

The HOMO energy comes out at -5.02 eV. Its charge is -1. Its frontier orbital gap is 8.750 eV.

```
18
Properties=species:S:1:pos:R:3:lowdin_charge:R:1
O 1.096 -1.022 -0.341 -0.033
C 0.169 -0.219 -0.499 -0.688
O 0.258 1.045 -0.450 -0.117
C -1.263 -0.805 -0.688 -0.196
N -1.198 -2.199 -1.139 -0.042
H -1.667 -0.739 0.330 0.091
H -2.032 -0.357 -1.314 0.097
H -0.920 -2.331 -2.103 0.050
H -0.397 -2.623 -0.689 0.037
H -0.951 -0.675 3.603 0.028
H -1.616 -1.761 2.699 0.041
O -1.683 -1.290 3.557 -0.076
H -0.006 3.156 1.074 0.001
H 0.768 1.920 0.988 0.009
O 0.556 2.643 1.652 -0.128
H 2.347 0.991 -1.777 0.021
H 1.220 1.722 -2.301 0.004
O 2.092 1.441 -2.599 -0.098
```



How do the energies compare? Relative to the most stable structure, in hartree: w 0.0324; x 0.0000.



## w
A 2-piece molecular cluster, C7H10O3 overall, computed with ωB97M-V/def2-TZVPD.

The HOMO energy comes out at -9.11 eV. Its frontier orbital gap is 9.901 eV.

```
20
Properties=species:S:1:pos:R:3:lowdin_charge:R:1
C -1.888 -3.397 0.322 0.069
C 1.133 2.116 -0.787 -0.136
C -0.711 -3.303 0.981 -0.159
C 0.358 1.699 0.034 -0.078
C 0.557 -1.496 1.759 -0.090
C 2.266 2.820 -1.362 -0.108
C -0.872 1.105 0.795 -0.079
O 2.302 -0.658 0.384 -0.026
O 1.223 -1.579 0.534 -0.128
O -0.465 -2.272 1.890 -0.041
H -2.280 -4.220 -0.303 0.074
H -2.723 -2.840 0.613 0.040
H 1.822 0.217 0.248 0.061
H 0.201 -3.791 0.719 0.110
H 1.943 3.287 -2.326 0.083
H 2.548 3.520 -0.599 0.071
H 3.104 2.138 -1.798 0.114
H -1.722 1.754 0.477 0.078
H -1.073 -0.032 0.497 0.095
H -0.597 1.043 1.839 0.050
```



## x
A 2-piece molecular cluster, C7H10O3 overall, computed with ωB97M-V/def2-TZVPD.

The HOMO energy comes out at -8.45 eV. The SMILES is Oc1ccc(O)cc1.CO. Its frontier orbital gap is 9.083 eV.

```
20
Properties=species:S:1:pos:R:3:lowdin_charge:R:1
O 1.353 0.168 0.158 0.071
C 0.431 -0.782 0.043 -0.349
C 0.699 -2.082 0.529 0.028
C -0.383 -3.138 0.499 -0.036
C -1.509 -2.946 -0.061 -0.369
O -2.489 -3.914 -0.230 -0.022
C -1.811 -1.679 -0.752 0.017
C -0.765 -0.649 -0.788 0.017
H 2.200 -0.143 0.221 0.062
H 1.704 -2.221 1.145 0.147
H -0.040 -3.982 0.958 0.085
H -3.154 -3.629 -1.027 0.183
H -2.655 -1.249 -1.168 0.068
H -1.108 0.288 -1.299 0.110
C 1.108 4.648 0.384 -0.128
O 2.034 3.572 0.251 -0.124
H 0.310 4.346 0.069 -0.012
H 1.358 5.581 -0.152 0.099
H 1.394 4.857 1.324 0.055
H 1.318 2.945 -0.107 0.098
```



How do the energies compare? Relative to the most stable structure, in hartree: w 0.1418; x 0.0000.